Record 1
81
Properties=species:S:1:pos:R:3:forces:R:3 method="wB97M-V/def2-TZVPD" homo_ev="-2.4 / -3.5" total_charge=-1 homo_lumo_gap_ha="0.1717 / 0.2087" energy_ha=-2476.452207
La -0.061449 1.120934 2.747802 1.882 -2.693 -0.452
P -0.260429 0.612209 -0.711857 0.394 0.036 -0.337
Cl 1.942263 2.761769 2.927615 0.866 0.681 0.144
C -1.213715 3.061791 2.220044 -3.329 2.719 -0.224
H -1.331349 4.165889 2.484712 0.631 -1.088 -0.125
H -2.019951 3.027353 1.411665 0.667 -0.339 0.288
C 1.061497 -0.417053 -1.585437 -0.470 0.006 0.341
C -0.140537 2.363003 -1.380930 -0.119 -0.398 0.199
C 2.476694 0.100447 -1.270070 0.072 -0.012 -0.004
H 0.932806 -1.386716 -1.066697 0.175 0.169 -0.110
C 3.549473 -0.886547 -1.765528 -0.177 -0.071 0.142
H 2.633245 1.076013 -1.756654 -0.062 -0.212 0.097
H 2.600591 0.268166 -0.187872 -0.040 -0.076 -0.278
C 3.381389 -1.280720 -3.237489 -0.083 0.160 -0.031
H 4.542136 -0.448743 -1.611291 -0.111 -0.112 0.030
H 3.496236 -1.791418 -1.145528 0.024 0.122 -0.036
C 1.944125 -1.683845 -3.588292 -0.046 -0.052 0.143
H 3.685328 -0.440633 -3.876660 -0.069 -0.019 0.057
H 4.057970 -2.110819 -3.472634 -0.040 0.130 0.001
C 0.898579 -0.676098 -3.088930 0.136 0.099 -0.216
H 1.844693 -1.798050 -4.674819 0.020 -0.060 0.128
H 1.725339 -2.662436 -3.139017 0.029 0.074 -0.041
H 1.020289 0.264801 -3.644249 -0.014 -0.244 0.124
H -0.106663 -1.052227 -3.323153 0.354 0.081 0.067
C -1.906588 -0.048117 -1.346663 0.117 0.351 0.121
C 0.356765 2.589661 -2.812281 -0.065 0.106 -0.134
H -1.187007 2.713827 -1.312922 0.201 0.036 0.007
C 0.263067 4.079536 -3.180488 -0.031 -0.052 0.093
H 1.404188 2.262568 -2.897916 -0.253 0.102 0.044
H -0.225203 2.000718 -3.536084 0.172 0.174 0.185
C 0.962182 4.992602 -2.163475 0.106 -0.014 -0.075
H 0.694354 4.231326 -4.178483 -0.105 0.039 0.118
H -0.799546 4.353210 -3.243879 0.089 -0.011 0.011
C 0.577107 4.685062 -0.718342 0.010 -0.169 -0.038
H 2.047997 4.882017 -2.271099 -0.030 -0.032 -0.013
H 0.728868 6.037371 -2.390290 0.068 -0.019 -0.055
C 0.685228 3.196074 -0.394598 -0.004 0.223 0.134
H 1.201095 5.250360 -0.013834 -0.165 -0.031 -0.166
H -0.468163 4.975920 -0.545042 0.102 0.066 0.012
H 1.734639 2.864852 -0.368947 -0.175 0.070 -0.124
H 0.298231 3.079775 0.628052 0.142 -0.077 -0.281
C -1.968629 -1.584012 -1.269723 0.047 -0.085 -0.027
H -2.593365 0.364898 -0.581626 0.018 -0.216 -0.236
C -3.356958 -2.126329 -1.639474 -0.006 0.189 0.055
H -1.222671 -2.023059 -1.950317 -0.177 0.112 0.138
H -1.702425 -1.924137 -0.258514 -0.037 0.101 -0.184
C -3.872492 -1.589622 -2.980059 0.125 0.038 -0.027
H -3.321319 -3.222384 -1.670686 -0.051 0.161 0.072
H -4.063922 -1.845557 -0.846375 0.072 -0.050 -0.079
C -3.762380 -0.063622 -3.089523 0.018 0.022 0.197
H -3.311677 -2.056034 -3.801985 0.012 0.067 0.094
H -4.920256 -1.884537 -3.110474 0.124 -0.012 -0.043
C -2.373757 0.475599 -2.716134 0.080 -0.161 -0.176
H -4.009288 0.254653 -4.109975 -0.047 -0.013 0.160
H -4.498958 0.395981 -2.415935 0.029 -0.055 -0.087
H -1.653476 0.182223 -3.496542 -0.223 0.086 0.213
H -2.406887 1.574399 -2.715191 0.030 -0.260 0.002
C -0.318244 -1.995311 2.390030 -0.597 -2.280 -4.519
C -0.179277 -1.341370 3.506234 -0.619 4.725 5.305
H -0.224611 -1.536188 1.384889 0.982 -0.577 -0.105
C -1.440081 -1.201657 4.331697 -0.256 -1.827 0.269
H 0.704471 -1.177035 4.099644 -0.087 0.242 -0.528
C -1.763659 -2.646336 4.827084 -0.077 0.785 0.271
H -1.389970 -0.441044 5.135688 0.142 -0.381 0.052
H -2.263157 -0.910382 3.654717 -0.177 0.207 0.127
C -1.937129 -3.564638 3.605386 -0.087 0.148 -0.225
H -0.896834 -2.988764 5.415652 -0.331 0.136 -0.039
H -2.669305 -2.640082 5.457292 0.181 -0.331 -0.079
C -0.810845 -3.390107 2.539670 -0.797 -0.663 0.148
H -1.951760 -4.608877 3.955726 -0.098 0.210 -0.207
H -2.910943 -3.348238 3.141535 0.101 -0.052 0.057
H 0.038201 -3.969758 2.957785 -0.093 0.150 -0.529
H -1.113889 -3.795162 1.567040 -0.047 -0.364 0.180
C 3.300499 -0.913094 6.116694 0.145 -0.006 -0.072
S 3.016912 -1.504788 4.449548 -1.077 0.754 -0.548
O 4.296744 -1.866119 3.870114 -0.099 0.280 0.124
O 2.113782 -2.644364 4.673459 0.543 0.497 -0.254
O 2.352946 -0.325253 3.752891 1.301 -1.341 0.870
H 4.000750 -1.623027 6.566747 -0.131 0.199 0.054
H 2.343136 -0.925833 6.651351 0.262 0.028 -0.190
H 3.714909 0.095158 6.083225 0.037 -0.123 0.020

***

Record 2
77
Properties=species:S:1:pos:R:3:forces:R:3 method="wB97M-V/def2-TZVPD" homo_ev="-5.8 / -8.7" total_charge=0 homo_lumo_gap_ha="0.2357 / 0.2216" energy_ha=-1948.656987 e_above_lowest_kcal_mol=31.2 spin_multiplicity=5
Pd 2.056083 1.120575 0.388265 -1.990 1.331 -0.287
P 0.232561 -0.534738 -0.003980 -2.440 -0.824 1.482
Cl 2.825309 -0.997769 1.410729 0.711 -0.722 0.579
C 1.973187 0.040190 -1.337425 1.814 0.800 -2.673
H 1.891252 0.616819 -2.283713 0.072 -0.377 0.534
H 2.676481 -0.793295 -1.369572 -0.117 0.281 -0.058
C -0.289280 -1.010079 1.763194 -0.241 -0.411 0.210
C 0.662217 -2.111015 -0.838595 0.193 -0.487 0.348
C -1.657829 -1.673971 2.023877 -0.215 -0.021 0.131
H 0.497259 -1.730403 2.032850 -0.182 0.140 -0.032
C -1.786393 -2.133003 3.496212 0.178 0.104 -0.146
H -2.473064 -0.958549 1.813574 0.270 -0.273 0.101
H -1.818318 -2.546282 1.376261 0.049 0.273 0.147
C -1.533205 -0.987637 4.496850 -0.303 -0.291 -0.199
H -2.786623 -2.572467 3.652704 0.330 0.153 -0.008
H -1.052835 -2.936444 3.670920 -0.133 0.157 -0.011
C -0.234336 -0.236481 4.192411 -0.059 -0.192 -0.023
H -2.388357 -0.291025 4.456270 0.225 -0.116 0.006
H -1.509905 -1.410400 5.512337 -0.008 0.220 -0.189
C -0.134555 0.183889 2.712930 -0.013 -0.062 0.475
H -0.168360 0.643661 4.847062 0.064 -0.118 -0.195
H 0.622128 -0.882013 4.441674 -0.127 0.134 -0.140
H -0.911315 0.932894 2.511052 0.049 -0.004 -0.065
H 0.840878 0.651399 2.563397 -0.051 0.068 -0.032
C -1.417848 -0.049772 -0.848069 0.561 -0.078 -0.077
C 0.589908 -1.953091 -2.356144 0.384 0.150 -0.855
H 1.708229 -2.229651 -0.503245 -0.313 -0.049 -0.375
C 1.311171 -3.108774 -3.050995 -0.250 -0.059 -0.007
H -0.441992 -1.851589 -2.717954 0.141 -0.356 0.121
H 1.075038 -1.016785 -2.686461 -0.445 -0.697 0.116
C 0.728360 -4.452627 -2.603188 0.150 -0.191 -0.079
H 1.215536 -2.991655 -4.143024 0.068 -0.123 0.303
H 2.388451 -3.062436 -2.816372 -0.285 0.004 0.016
C 0.653818 -4.603408 -1.076415 -0.047 0.126 0.016
H -0.280906 -4.561500 -3.026409 0.134 0.010 0.053
H 1.347257 -5.260421 -3.016445 -0.242 0.034 0.051
C -0.028866 -3.409332 -0.390879 -0.343 0.061 -0.127
H 0.107296 -5.519330 -0.817222 0.158 0.097 -0.069
H 1.665874 -4.702924 -0.663978 -0.070 0.008 -0.070
H -1.102902 -3.390719 -0.655293 0.480 -0.140 0.192
H 0.048277 -3.521048 0.696593 -0.037 -0.023 -0.181
C -2.137684 1.087590 -0.122630 -0.058 0.399 -0.246
H -1.063519 0.326699 -1.820918 -0.181 0.037 0.000
C -3.270230 1.669899 -0.981282 -0.123 -0.119 -0.091
H -2.545234 0.736103 0.830833 0.069 0.035 -0.120
H -1.445238 1.901428 0.093978 -0.162 -0.170 0.046
C -4.281079 0.606375 -1.420679 -0.102 -0.272 0.079
H -3.785369 2.464219 -0.425895 0.110 -0.096 -0.108
H -2.838588 2.135864 -1.879389 0.019 -0.043 0.147
C -3.590116 -0.632486 -2.016780 0.050 0.108 0.031
H -4.901691 0.300894 -0.558888 0.243 0.073 -0.199
H -4.970272 1.025456 -2.167122 0.100 -0.054 0.205
C -2.442696 -1.167799 -1.139824 -0.183 -0.014 0.090
H -4.325043 -1.435632 -2.180142 0.177 0.224 0.016
H -3.181053 -0.369384 -3.002999 -0.041 -0.041 0.093
H -2.860733 -1.543687 -0.194080 0.130 0.120 -0.320
H -1.984869 -2.017975 -1.650103 -0.168 0.225 0.137
C 0.763372 2.988606 0.438755 -0.567 -0.069 -1.989
C 0.939919 2.645806 -0.926283 -1.175 0.672 2.277
H -0.114699 2.628966 0.984567 0.524 -0.039 -0.229
C 1.825700 3.418527 -1.830655 0.644 0.806 0.154
H 0.205335 2.001117 -1.399996 0.056 0.063 0.111
C 2.867491 4.242252 -1.061694 0.105 0.314 0.210
H 2.329432 2.770716 -2.537306 0.079 -0.244 -0.251
H 1.222922 4.125760 -2.421079 -0.105 -0.267 0.036
C 2.217618 5.059719 0.062296 0.038 -0.348 0.481
H 3.633331 3.583415 -0.636156 -0.214 0.227 -0.263
H 3.373620 4.944262 -1.731734 -0.010 -0.214 -0.089
C 1.455321 4.154328 1.069771 0.387 0.794 0.155
H 2.971957 5.652852 0.616167 -0.303 -0.291 -0.333
H 1.512266 5.779513 -0.367091 0.028 -0.088 -0.041
H 2.136172 3.797195 1.854288 -0.186 0.185 -0.072
H 0.704809 4.782836 1.581566 0.185 -0.341 -0.082
C 3.902372 1.864926 0.939691 3.211 -0.476 1.657
H 4.576670 1.756389 0.065212 -0.576 0.118 0.414
H 4.170581 1.133277 1.728219 0.108 0.618 -0.500
H 3.829543 2.883180 1.353596 -0.229 -0.373 -0.389